[1]
DFT (the ωB97M-V functional and the def2-TZVPD basis) results for a structure of composition C48H29AsF4GeN4O3PPbS5.

The geometry in XYZ format:
```
97
Properties=species:S:1:pos:R:3:forces:R:3
Pb -1.875987 -0.658756 -1.555064 -0.2 -0.3 -0.1
O 2.488070 -1.370901 -2.510623 0.0 0.0 0.0
S 1.759331 -2.292177 -1.704061 -0.1 0.0 0.1
O 0.567592 -2.889992 -2.231032 0.0 0.0 0.0
O 1.397605 -1.592478 -0.329676 -0.1 0.0 -0.1
C 2.807408 -3.537968 -1.051769 0.0 0.0 0.0
C 3.507418 -4.428943 -1.852644 0.0 0.0 0.0
C 4.313050 -5.362802 -1.227647 0.0 0.0 0.0
C 4.396424 -5.387838 0.164544 0.0 0.0 0.0
C 3.684487 -4.486968 0.937523 0.0 0.0 0.0
C 2.878065 -3.527991 0.326347 -0.1 -0.1 0.1
P 1.792851 -2.273138 1.190319 0.3 -0.1 0.1
C 3.182033 -1.185640 1.725539 -0.1 0.1 -0.1
C 4.013154 -0.657286 0.739476 -0.1 0.0 0.0
C 4.996173 0.265986 1.049852 0.0 0.1 0.0
C 5.171230 0.648362 2.368223 0.0 0.0 0.0
C 4.369379 0.107853 3.361590 0.1 -0.2 0.0
C 3.366890 -0.812447 3.069634 0.0 0.1 -0.1
C 1.392064 -3.641191 4.656193 0.0 0.0 -0.1
C 0.314569 -3.100336 5.351231 0.0 0.0 0.0
C -0.834317 -3.846096 5.565079 0.0 0.0 -0.1
C -0.925844 -5.143965 5.084218 0.0 0.0 0.0
C 0.141507 -5.692423 4.387581 0.0 0.0 0.0
C 1.290331 -4.943697 4.177928 0.0 0.0 0.0
H 3.421161 -4.381158 -2.930412 0.0 0.0 0.0
H 4.887813 -6.063557 -1.818701 0.0 0.0 0.0
H 5.032435 -6.119164 0.648026 0.0 0.0 0.0
H 3.780658 -4.519871 2.017121 0.0 0.0 0.0
H 3.863337 -0.931907 -0.297759 0.0 0.0 0.0
H 5.602297 0.699418 0.265629 0.0 0.0 0.0
H 5.922381 1.384272 2.625393 0.0 0.0 0.0
H 4.523600 0.408329 4.389424 0.0 0.0 0.0
H 1.434335 -1.224304 3.785882 -0.1 -0.1 -0.1
H 0.364974 -2.084765 5.724208 0.0 0.0 0.0
H -1.669398 -3.397967 6.087376 0.0 0.0 0.0
H -1.830687 -5.718895 5.237682 0.0 0.0 0.0
H 0.078271 -6.699158 3.992808 0.0 0.0 0.0
H 2.116589 -5.371333 3.618734 0.0 0.0 0.0
S -3.875794 2.407272 -1.134904 0.1 0.1 0.1
As -2.434138 2.605040 0.595201 0.0 -0.2 -0.4
S -0.745330 1.245608 -0.144917 0.1 0.3 0.3
S -4.273898 0.397730 -1.198239 0.0 0.0 0.1
S -1.804495 4.592901 0.514649 0.0 0.0 0.1
C 1.561887 4.547418 3.391966 0.0 0.0 0.0
C 2.238151 3.765750 2.464612 0.1 -0.1 0.0
C 1.726573 2.524630 2.116144 -0.1 0.1 0.0
C 0.522051 2.045378 2.644282 0.0 -0.2 0.1
C -0.141715 2.852831 3.568324 0.0 0.0 0.0
C 0.376169 4.086943 3.945704 0.0 0.0 0.0
Ge 0.064353 0.237617 1.910685 -0.2 0.1 0.0
C -1.749034 -0.395810 2.553394 0.1 0.1 0.0
C -2.123766 -1.620593 1.990567 0.0 0.0 0.0
C -3.342155 -2.220151 2.275289 0.0 -0.1 0.0
C -4.213711 -1.620531 3.172615 0.0 0.0 0.0
C -3.851702 -0.424811 3.776347 0.0 0.0 0.0
C -2.637854 0.179224 3.465024 0.0 0.0 0.0
C 2.454947 -1.342745 4.172430 0.1 -0.1 -0.1
C 2.673443 -2.856136 4.443334 0.0 0.0 0.0
C 3.582903 -3.130138 5.618330 0.1 0.0 0.0
C 3.809894 -2.229435 6.569914 0.0 0.0 0.0
C 3.195813 -0.900322 6.506313 0.0 0.0 0.0
C 2.555679 -0.497878 5.412496 -0.1 0.1 0.0
H 1.951218 5.519115 3.670341 0.0 0.0 0.0
H 3.149959 4.120941 1.998862 -0.1 0.1 0.0
H 2.264065 1.926837 1.384292 0.0 0.0 0.0
H -1.087142 2.545519 3.994331 0.0 0.0 0.0
H -0.163448 4.699046 4.659581 0.0 0.0 0.0
H -1.437554 -2.122138 1.311387 0.0 0.0 0.0
H -3.605065 -3.161013 1.805841 0.0 0.0 0.0
H -5.166936 -2.082574 3.400905 0.0 0.0 0.0
H -4.523317 0.050420 4.482452 0.0 0.0 0.0
H -2.398153 1.121083 3.938028 0.0 0.0 0.0
H 3.157383 -3.266576 3.551907 0.0 0.0 0.1
H 3.996339 -4.130490 5.688772 0.0 0.0 0.0
H 4.427220 -2.478875 7.424767 0.0 0.0 0.0
H 3.286971 -0.245028 7.364251 0.0 0.0 0.0
H 2.113011 0.492100 5.358491 0.0 0.0 0.0
F -0.159200 3.578915 -2.595298 0.0 0.0 0.0
C 1.139438 3.414116 -2.920468 -0.1 0.1 0.0
C 2.081289 4.028752 -2.123895 0.0 0.0 0.1
F 1.630649 4.739184 -1.071729 0.0 -0.1 0.0
C 3.459608 3.939189 -2.358692 0.0 0.0 0.0
C 3.773508 3.202433 -3.509698 0.0 0.0 0.0
C 2.826540 2.573190 -4.293957 0.0 -0.1 0.1
F 3.262361 1.839125 -5.335991 0.0 0.0 0.0
C 1.464799 2.628419 -4.021845 -0.1 -0.1 0.1
C 0.443207 1.818913 -4.717884 0.1 0.1 0.0
C -0.538772 1.225535 -3.972207 0.1 -0.2 -0.1
N -1.364616 0.708169 -3.323852 -0.2 0.2 0.0
C 0.480679 1.520685 -6.098537 0.0 0.1 0.0
N 0.487974 1.290307 -7.232427 0.0 0.0 0.0
F 5.064088 3.063793 -3.877638 0.0 0.0 0.0
C 4.452794 4.538283 -1.491890 0.1 0.1 0.1
C 4.131703 5.389291 -0.410593 0.0 0.0 -0.1
N 3.947286 6.101218 0.486152 0.0 0.0 0.0
C 5.839498 4.286243 -1.602476 -0.1 -0.1 0.0
N 6.984128 4.103529 -1.617393 0.0 0.0 0.0
```
Positions in Å, forces in eV/Å.

The expectation value of S² is 0.762. The value obtained for the HOMO energy (spin up / spin down) is -1.76 / -1.76 eV. Its multiplicity is 2. The calculation puts the LUMO energy (spin up / spin down) at 3.32 / 1.68 eV. As for the charge: -2.

[2]
DFT (the ωB97M-V functional and the def2-TZVPD basis) results for a structure of composition C48H33F3N3O6SSb2Se4Y.

The geometry in XYZ format:
```
101
Properties=species:S:1:pos:R:3:forces:R:3
Y 0.166300 0.648534 1.693569 -0.8 -0.3 -0.1
O 0.479752 -4.297392 4.685785 -0.1 -0.1 0.0
C -0.595156 -3.651973 5.171573 0.0 0.0 0.0
C -1.474897 -4.362349 5.990031 0.0 0.0 0.0
C -2.607827 -3.750853 6.496294 0.0 0.0 0.0
C -2.890448 -2.421592 6.198035 0.0 0.0 0.0
C -2.020329 -1.713559 5.387855 0.0 0.0 0.0
C -0.869023 -2.305570 4.873114 0.0 0.0 0.0
C -0.024966 -1.508340 3.947221 0.0 -0.1 -0.2
O -0.395344 -0.333659 3.645413 0.4 -0.1 0.6
N 1.012812 -2.132679 3.411929 0.0 0.1 -0.1
N 1.602892 -1.330523 2.455608 -0.2 -0.1 -0.1
C 2.600465 -1.832527 1.827873 0.1 0.1 -0.2
C 3.415010 -1.069212 0.906073 0.1 0.0 0.0
C 4.438004 -1.721979 0.204616 0.0 0.0 0.0
C 5.334145 -1.031877 -0.580697 0.0 0.0 0.0
C 5.230136 0.364620 -0.643568 0.0 0.0 0.0
C 4.241712 1.038054 0.033725 0.0 0.0 0.0
C 3.274553 0.347308 0.804790 -0.1 0.0 0.0
O 2.311719 0.985909 1.376307 0.3 0.1 0.0
H 0.933455 -3.648668 4.071240 0.1 0.1 0.0
H -1.247717 -5.398937 6.205820 0.0 0.0 0.0
H -3.281882 -4.319744 7.127077 0.0 0.0 0.0
H -3.781547 -1.946276 6.586788 0.0 0.0 0.0
H -2.212592 -0.683375 5.114020 0.0 0.0 0.0
H 2.890549 -2.872046 2.008221 0.0 0.0 0.2
H 4.517349 -2.801423 0.301599 0.0 0.0 0.0
H 6.107124 -1.553827 -1.130313 0.0 0.0 0.0
H 5.936674 0.924667 -1.246844 0.0 0.0 0.0
H 4.148602 2.115599 -0.018257 0.0 0.0 0.0
S -4.794630 0.120692 2.055120 0.0 -0.1 0.0
C -4.475704 1.783566 2.327545 0.0 0.0 0.0
C -3.143690 2.058138 2.326732 0.0 -0.1 0.0
C -2.279676 0.928062 2.108195 -0.4 0.1 0.0
C -3.063794 -0.180224 1.933624 0.0 0.0 0.0
C -2.550337 -1.519019 1.721286 0.0 0.0 0.0
C -3.322177 -2.668972 1.952087 0.0 0.0 0.0
C -2.757752 -3.915593 1.813133 0.0 0.0 0.0
C -1.427478 -4.015195 1.422401 0.0 0.0 0.0
C -0.738294 -2.841492 1.193754 0.0 0.1 0.0
N -1.260898 -1.620862 1.328779 -0.1 0.0 0.0
H -5.297725 2.470875 2.467914 0.0 0.0 0.0
H -2.763888 3.061462 2.474714 0.0 0.0 0.0
H -4.345294 -2.555803 2.284253 0.0 0.0 0.0
H -3.340663 -4.804628 2.022534 0.0 0.0 0.0
H -0.927285 -4.967805 1.316477 0.0 0.0 0.0
H 0.295014 -2.875623 0.867222 0.0 0.0 0.0
O -1.149699 4.867446 0.908445 0.0 -0.1 0.0
C -0.743207 5.082099 -0.368979 0.0 -0.1 0.0
C -0.801390 6.348228 -0.943241 0.0 0.0 0.0
C -0.363965 6.552222 -2.242328 0.0 0.0 0.0
C 0.150718 5.497407 -2.980019 0.0 0.0 0.0
C 0.223282 4.241211 -2.395704 0.0 0.0 0.0
C -0.231039 4.009316 -1.105623 -0.1 0.0 0.1
C -0.152080 2.618191 -0.539583 0.0 0.0 0.1
O -1.096283 2.175407 0.155749 0.3 0.1 0.1
O 0.869769 1.932678 -0.781799 0.4 0.2 -0.4
H -1.342649 5.710356 1.328076 0.0 0.1 0.0
H -1.190940 7.176824 -0.360799 0.0 0.0 0.0
H -0.423530 7.544455 -2.673109 0.0 0.0 0.0
H 0.498024 5.650458 -3.993620 0.0 0.0 0.0
H 0.630362 3.402194 -2.944380 0.0 0.0 0.0
Se 1.802069 2.080612 4.828152 -0.1 0.1 0.0
Sb 1.548070 4.520449 5.322352 -0.1 -0.1 -0.2
Se 3.348989 5.937622 4.685428 0.0 0.0 0.0
Se -0.085358 5.043984 6.967838 0.0 0.0 0.0
Se 0.379317 3.298658 3.259057 0.2 0.0 0.2
F -3.496160 3.119301 -5.083830 0.0 0.0 0.0
C -2.667731 2.324830 -4.357539 0.0 0.0 0.0
C -1.440871 1.989369 -4.891440 0.0 0.0 0.0
C -0.593679 1.187786 -4.137796 0.0 0.0 0.0
C -0.964861 0.722787 -2.878436 0.0 0.0 0.0
C -2.216540 1.082744 -2.380565 0.0 0.0 0.0
C -3.077199 1.889426 -3.116409 0.0 0.0 0.0
Sb 0.304667 -0.533952 -1.685481 0.0 0.0 -0.1
C 2.102189 -0.263301 -2.831757 0.1 0.0 0.0
C 2.772037 -1.363497 -3.363976 0.0 0.0 0.0
C 3.943078 -1.216620 -4.096545 0.0 0.0 0.0
C 4.435148 0.056009 -4.290216 0.0 0.0 0.0
F 5.578034 0.212988 -5.008798 0.0 0.0 0.0
C 3.819551 1.171914 -3.765828 0.0 0.0 0.0
C 2.660920 0.999926 -3.020422 0.0 0.1 0.0
C -0.323480 -2.264132 -2.847687 0.0 -0.2 -0.2
C -0.939805 -3.345884 -2.223939 0.0 0.0 0.0
C -1.431843 -4.431456 -2.944541 0.0 0.0 0.0
C -1.295769 -4.418174 -4.313250 0.0 0.0 0.0
F -1.762973 -5.471896 -5.033306 0.0 0.0 0.0
C -0.700376 -3.368151 -4.984204 0.0 0.0 0.0
C -0.223372 -2.298909 -4.240710 0.0 0.0 0.0
H -1.157296 2.363558 -5.866606 0.0 0.0 0.0
H 0.379731 0.937607 -4.543902 0.0 0.0 0.0
H -2.526479 0.764622 -1.391814 0.0 0.0 0.0
H -4.040609 2.187135 -2.724852 0.0 0.0 0.0
H 2.380409 -2.362983 -3.216988 0.0 0.0 0.0
H 4.469884 -2.069632 -4.503666 0.0 0.0 0.0
H 4.258121 2.150367 -3.912505 0.0 0.0 0.0
H 2.194729 1.859219 -2.553380 0.0 0.0 0.0
H -1.058311 -3.358343 -1.147921 0.0 0.0 0.0
H -1.913753 -5.267635 -2.454911 0.0 0.0 0.0
H -0.622003 -3.394813 -6.063465 0.0 0.0 0.0
H 0.238913 -1.473919 -4.769931 0.0 0.0 0.0
```
Positions in Å, forces in eV/Å.

The value obtained for the HOMO energy is -3.08 eV. Its multiplicity is 1. The calculation puts the LUMO energy at 3.57 eV. As for the charge: -2.